A 5-piece molecular cluster, C64H145OP4 overall at a distorted geometry. Source: the OMol25 dataset; level of theory: ωB97M-V/def2-TZVPD.

```
214
Properties=species:S:1:pos:R:3:lowdin_charge:R:1
O 0.4148 1.1183 0.8098 -0.41
H 0.4209 0.2441 0.3736 -0.15
C 2.7555 -7.4680 -4.6037 -0.07
C 1.9609 -6.5554 -3.5868 -0.25
C 1.4091 -5.3721 -4.2925 -0.30
C 2.2832 -4.2005 -4.6445 -0.24
P 1.4592 -2.6862 -5.3758 1.08
C 0.3013 -2.0962 -4.0842 -0.27
C 0.9922 -1.6232 -2.7708 -0.21
C 0.5900 -0.1676 -2.4287 -0.25
C -0.8801 -0.1305 -1.9950 -0.09
C 0.5398 -3.1342 -6.9373 -0.23
C -0.7664 -2.2568 -7.2121 -0.19
C -1.4330 -2.8376 -8.5174 -0.27
C -0.6068 -3.1627 -9.7241 -0.11
C 2.5481 -1.2865 -5.8246 -0.24
C 1.7574 0.0065 -6.0702 -0.25
C 2.5913 1.2907 -6.1276 -0.26
C 1.8111 2.5473 -5.9721 -0.11
H 2.9733 -8.4664 -4.2245 0.08
H 3.7200 -6.9804 -4.7452 0.07
H 2.2562 -7.4727 -5.5726 0.08
H 2.4832 -6.1787 -2.7074 0.11
H 1.2374 -7.2090 -3.0996 0.11
H 0.5593 -4.9853 -3.7302 0.10
H 0.8239 -5.8175 -5.0971 0.11
H 2.9667 -4.5196 -5.4313 0.10
H 2.9966 -3.8793 -3.8855 0.10
H -0.3900 -2.8676 -3.7449 0.10
H -0.3794 -1.3368 -4.4691 0.08
H 2.0579 -1.8272 -2.6671 0.10
H 0.5485 -2.1616 -1.9333 0.09
H 0.7580 0.6219 -3.1612 0.09
H 1.2832 0.1137 -1.6360 0.08
H -1.4060 0.8239 -1.9690 0.07
H -0.9421 -0.5101 -0.9751 0.04
H -1.5234 -0.6777 -2.6841 0.07
H 0.2431 -4.1828 -6.9115 0.09
H 1.3001 -3.1458 -7.7183 0.09
H -0.5728 -1.1889 -7.3134 0.09
H -1.5351 -2.4526 -6.4646 0.10
H -2.2015 -2.1534 -8.8770 0.11
H -1.9505 -3.6974 -8.0919 0.11
H -0.1054 -2.2479 -10.0402 0.09
H -1.2145 -3.6891 -10.4601 0.09
H 0.2968 -3.7329 -9.5085 0.06
H 3.2939 -1.4807 -6.5955 0.11
H 3.1643 -1.0490 -4.9574 0.09
H 1.0834 0.1265 -5.2220 0.08
H 1.1612 -0.1074 -6.9755 0.10
H 3.1873 1.3585 -7.0377 0.13
H 3.2186 1.1488 -5.2476 0.10
H 1.4562 2.6885 -4.9513 0.05
H 0.9762 2.4971 -6.6711 0.09
H 2.3161 3.4431 -6.3335 0.09
C -0.8719 -4.4420 0.0663 -0.09
C -1.4192 -3.0887 0.4887 -0.26
C -0.5948 -2.4286 1.6153 -0.23
C 0.8687 -2.0756 1.2783 -0.26
P 1.8519 -1.4111 2.6632 1.08
C 3.3243 -0.5733 1.8213 -0.24
C 4.4807 -0.3603 2.7647 -0.27
C 5.7131 -1.2882 2.9506 -0.24
C 6.8835 -0.5548 3.6330 -0.10
C 0.8849 -0.2883 3.7328 -0.24
C 1.1319 -0.1001 5.2606 -0.20
C 1.9121 1.2038 5.6053 -0.26
C 2.5891 1.1638 6.9646 -0.10
C 2.5116 -2.7638 3.7225 -0.25
C 1.5301 -3.9188 3.9117 -0.26
C 2.1353 -4.9272 4.8542 -0.24
C 1.1091 -5.9652 5.3593 -0.10
H 0.1624 -4.3790 -0.2719 0.06
H -1.5361 -4.7890 -0.7252 0.08
H -0.9526 -5.1644 0.8786 0.08
H -2.4581 -3.2572 0.7722 0.10
H -1.6235 -2.3962 -0.3279 0.08
H -0.6308 -3.0376 2.5185 0.09
H -1.1515 -1.5479 1.9353 0.08
H 0.7866 -1.3472 0.4716 0.05
H 1.5824 -2.7582 0.8171 0.10
H 3.0812 0.4515 1.5407 0.06
H 3.6926 -0.9890 0.8834 0.10
H 4.1048 -0.2883 3.7853 0.09
H 4.8250 0.6148 2.4199 0.10
H 6.0879 -1.5683 1.9662 0.10
H 5.5456 -2.2489 3.4374 0.10
H 7.5825 -0.2241 2.8648 0.08
H 7.5108 -1.2144 4.2326 0.07
H 6.6355 0.2166 4.3620 0.08
H -0.0833 -0.7886 3.7113 0.06
H 0.7708 0.6063 3.1206 0.06
H 1.7166 -0.9729 5.5510 0.08
H 0.2829 -0.1899 5.9383 0.11
H 1.0975 1.9254 5.5445 0.09
H 2.7689 1.4276 4.9698 0.09
H 1.9168 0.7167 7.6969 0.08
H 2.7619 2.2047 7.2381 0.08
H 3.5154 0.6022 7.0860 0.08
H 2.9359 -2.3513 4.6379 0.10
H 3.2350 -3.0451 2.9573 0.09
H 1.3794 -4.3330 2.9148 0.11
H 0.5318 -3.6341 4.2441 0.11
H 2.3974 -4.3860 5.7633 0.11
H 2.9441 -5.5070 4.4095 0.12
H 1.4339 -6.5778 6.2003 0.08
H 0.9416 -6.7472 4.6187 0.07
H 0.1315 -5.5921 5.6647 0.07
C 4.1378 6.9131 -4.2569 -0.10
C 3.8509 6.7776 -2.7441 -0.22
C 2.7545 5.6377 -2.5252 -0.23
C 2.2317 5.6396 -1.0540 -0.24
P 1.4603 4.0104 -0.5830 1.00
C 2.7344 2.7088 -0.7666 -0.22
C 4.2987 3.1771 -0.9032 -0.21
C 5.1591 1.9746 -0.7478 -0.25
C 4.9507 0.9573 -1.9598 -0.07
C 0.8574 4.1851 1.0726 -0.26
C 1.9967 4.1143 2.2437 -0.19
C 1.4543 4.5733 3.5766 -0.29
C 2.5111 4.7353 4.6577 -0.08
C 0.1120 3.6681 -1.7186 -0.26
C -0.9562 4.8073 -1.8374 -0.20
C -1.6594 4.6682 -3.2225 -0.24
C -0.8731 5.0037 -4.5388 -0.08
H 4.8219 6.1425 -4.6123 0.07
H 4.5989 7.8791 -4.4622 0.08
H 3.1669 6.9331 -4.7520 0.07
H 3.4773 7.7478 -2.4164 0.11
H 4.7550 6.4579 -2.2259 0.10
H 3.1158 4.6920 -2.9292 0.09
H 1.8431 5.8567 -3.0813 0.09
H 1.5091 6.3639 -0.6780 0.09
H 3.1040 5.8927 -0.4514 0.09
H 2.3986 2.2513 -1.6973 0.06
H 2.6744 1.9322 -0.0042 0.05
H 4.5791 3.9524 -0.1902 0.11
H 4.5922 3.7441 -1.7866 0.09
H 5.0899 1.4628 0.2121 0.08
H 6.1930 2.3188 -0.7221 0.11
H 5.1396 1.5086 -2.8809 0.07
H 3.9274 0.6257 -1.7841 0.04
H 5.6379 0.1112 -1.9649 0.07
H 0.0472 3.4679 1.2044 0.04
H 0.3016 5.1056 1.2512 0.10
H 2.6460 4.9721 2.0684 0.10
H 2.6452 3.2405 2.1806 0.10
H 0.8512 3.7216 3.8910 0.07
H 0.7612 5.4045 3.4472 0.12
H 3.0656 3.8473 4.9615 0.06
H 2.0002 5.0657 5.5621 0.08
H 3.2442 5.4574 4.2982 0.08
H -0.3457 2.7685 -1.3070 0.08
H 0.7055 3.4890 -2.6152 0.07
H -0.6741 5.8600 -1.8555 0.10
H -1.5527 4.7641 -0.9261 0.11
H -2.6206 5.1823 -3.2264 0.11
H -2.0020 3.6475 -3.3923 0.09
H -0.1913 4.2097 -4.8436 0.04
H -0.4825 6.0173 -4.4486 0.07
H -1.5715 5.1574 -5.3615 0.08
C -5.5888 -0.0689 7.8297 -0.12
C -5.5441 -0.7238 6.5220 -0.28
C -4.1515 -0.5828 5.7433 -0.18
C -4.3243 -1.2578 4.3259 -0.24
P -4.9843 -0.1584 2.9137 1.08
C -6.8314 -0.1647 2.9706 -0.25
C -7.5492 -1.5769 3.0327 -0.18
C -8.0568 -1.9802 1.5288 -0.22
C -8.9827 -3.1917 1.6674 -0.11
C -4.4940 -1.0089 1.3683 -0.26
C -4.9687 -0.2549 0.1781 -0.31
C -5.1660 -0.9502 -1.0888 -0.28
C -5.6751 -0.1206 -2.2478 -0.08
C -4.2349 1.5007 3.0964 -0.24
C -2.6896 1.4207 2.9068 -0.24
C -1.9684 2.7239 3.1136 -0.28
C -1.8380 3.2272 4.5263 -0.08
H -6.5245 -0.3987 8.2814 0.09
H -5.5853 1.0046 7.6409 0.08
H -4.7387 -0.3159 8.4656 0.09
H -6.2938 -0.1579 5.9689 0.09
H -5.9208 -1.7466 6.5249 0.11
H -3.3019 -1.0679 6.2239 0.11
H -4.0020 0.4885 5.6083 0.08
H -4.8445 -2.2043 4.4723 0.08
H -3.3067 -1.5534 4.0705 0.07
H -7.1626 0.3818 2.0875 0.08
H -7.0235 0.5454 3.7749 0.08
H -8.3834 -1.6271 3.7325 0.11
H -6.9361 -2.3486 3.4981 0.09
H -7.1734 -2.2612 0.9555 0.07
H -8.6189 -1.1764 1.0535 0.11
H -8.9737 -3.7163 0.7120 0.07
H -10.0052 -2.9021 1.9098 0.09
H -8.5481 -3.9163 2.3560 0.08
H -4.9736 -1.9840 1.4537 0.10
H -3.4285 -1.2372 1.3942 0.07
H -4.2119 0.5158 0.0320 0.12
H -5.9206 0.2677 0.2726 0.11
H -5.6097 -1.9014 -0.7949 0.11
H -4.1710 -1.2125 -1.4485 0.10
H -4.9462 0.6342 -2.5428 0.07
H -6.6147 0.4319 -2.2459 0.08
H -5.8021 -0.7562 -3.1241 0.08
H -4.3872 2.0911 4.0000 0.09
H -4.7141 2.1515 2.3650 0.10
H -2.6064 1.0877 1.8723 0.09
H -2.1815 0.6961 3.5431 0.10
H -2.4047 3.4692 2.4485 0.12
H -0.9871 2.5913 2.6580 0.07
H -1.4301 2.3867 5.0878 0.07
H -2.8132 3.4346 4.9670 0.08
H -1.1327 4.0247 4.7600 0.07
```

Results
Maximum force in eV Å⁻¹: 3.25
Relative energy (zero: lowest compared OMol25 entry of this formula, charge and spin) in kJ/mol: 537.5
E_HOMO in eV: -13.487
Total charge: +3
E_LUMO in eV: -5.194